Entry 1:
109
Properties=species:S:1:pos:R:3 method="wB97M-V/def2-TZVPD" molar_mass_g_mol=581.83 total_energy_ha=-1981.9812 spin_multiplicity=1 e_lumo_ev=0.2117 smiles=COC[C@H](C)N.COC[C@H](C)N.COC[C@H](C)N.COC[C@H](C)N.COC[C@H](C)N.CO.CO.O.O.O.O total_charge=0
C 3.07673 -0.73589 -3.39338
O 4.40180 -0.55499 -3.02487
C 4.75491 -0.59581 -1.62990
C 4.23772 0.68504 -0.87542
C 5.12620 1.98086 -1.18588
N 4.19490 0.57120 0.58775
H 2.95082 -0.43017 -4.43202
H 2.44259 0.02755 -2.94268
H 2.73961 -1.75277 -3.19237
H 4.38985 -1.49668 -1.13667
H 5.82639 -0.56529 -1.43213
H 3.17371 0.77552 -1.09400
H 5.01971 2.38304 -2.19335
H 6.17793 1.70074 -1.12693
H 4.95797 2.79853 -0.48500
H 3.90074 1.35387 1.15432
H 3.66333 -0.20816 0.94846
C 1.75747 2.12004 9.02773
O 1.37985 1.97675 7.61129
C 2.42965 1.52653 6.76478
C 1.83220 1.19583 5.37146
C 0.62636 0.26907 5.31663
N 2.82386 0.61449 4.51653
H 1.59029 1.21372 9.60974
H 1.05170 2.86858 9.38783
H 2.71810 2.63189 9.08500
H 3.16050 2.32432 6.63249
H 2.92171 0.65489 7.19631
H 1.46328 2.14865 4.99180
H 0.94352 -0.63451 5.83726
H 0.55568 -0.09205 4.29061
H -0.29826 0.67861 5.72340
H 3.07413 -0.25453 4.96627
H 3.69744 1.12140 4.51321
C -2.73549 2.82668 -4.37253
O -3.38037 2.13683 -5.46518
C -2.99431 2.38069 -6.77750
C -3.52503 1.39227 -7.84475
C -3.34435 -0.05264 -7.45502
N -2.74198 1.49058 -9.16055
H -3.04891 2.32823 -3.45524
H -3.02027 3.87455 -4.46715
H -1.65332 2.73483 -4.46516
H -3.34908 3.38193 -7.02194
H -1.90560 2.41233 -6.73497
H -4.60116 1.49293 -7.98588
H -2.32116 -0.19014 -7.10532
H -3.60390 -0.75964 -8.24299
H -4.13816 -0.21340 -6.72555
H -2.86030 2.33033 -9.70913
H -1.78736 1.46243 -8.83192
C -4.07014 3.36441 1.22615
O -3.33098 2.29906 1.78625
C -4.18479 1.53373 2.65857
C -3.39883 0.94806 3.83424
C -4.45340 0.30814 4.85613
N -2.75644 2.00456 4.47657
H -4.15520 4.21176 1.90649
H -5.07953 3.20556 0.84666
H -3.58066 3.84394 0.37847
H -5.01140 2.15967 2.99471
H -4.62510 0.69485 2.11960
H -2.71042 0.20193 3.43738
H -5.45623 0.69832 5.02988
H -4.02327 0.45198 5.84728
H -4.77502 -0.69578 4.57898
H -2.09116 2.32208 3.78616
H -2.30302 1.58355 5.27485
C -2.53478 -1.80120 0.43356
O -1.81475 -1.51427 -0.72581
C -2.06748 -2.35690 -1.86392
C -1.26585 -1.82594 -3.07376
C -1.85843 -2.41026 -4.31934
N 0.15444 -2.26324 -3.04100
H -3.57871 -1.98394 0.17877
H -2.58668 -0.91746 1.06950
H -2.16102 -2.60344 1.06980
H -1.77995 -3.36271 -1.55771
H -3.12532 -2.43409 -2.11516
H -1.40054 -0.74697 -3.14983
H -1.66338 -3.47922 -4.40540
H -1.61153 -1.89511 -5.24765
H -2.94800 -2.38036 -4.31280
H 0.48316 -2.02338 -2.11661
H 0.23977 -3.25689 -2.88138
C 4.51637 -4.57929 -1.12604
O 4.05943 -5.70812 -1.79314
H 4.99297 -3.93505 -1.86489
H 3.64005 -4.09727 -0.69265
H 5.37660 -4.58807 -0.45669
H 4.00328 -5.41963 -2.70704
C 1.65683 -2.77008 2.28377
O 0.54525 -2.53180 1.38610
H 1.62377 -1.96241 3.01499
H 1.53308 -3.74336 2.75862
H 2.66103 -2.63721 1.88124
H 0.40192 -3.29583 0.82279
O 0.27685 0.21935 0.10679
H -0.51019 -0.02672 -0.37924
H 0.44498 -0.52535 0.68420
O 1.72814 2.13699 2.27628
H 2.01281 1.62567 3.03375
H 1.31874 1.49652 1.69454
O 1.23998 -5.32942 0.01317
H 2.13721 -5.48919 -0.27954
H 0.85459 -6.20198 0.09290
O -0.27203 3.76906 0.29631
H -0.31542 3.06703 0.94553
H -0.15326 3.31664 -0.53882


Entry 2:
116
Properties=species:S:1:pos:R:3 method="wB97M-V/def2-TZVPD" molar_mass_g_mol=716.89 total_energy_ha=-2507.5127 spin_multiplicity=2 e_lumo_ev="1.7232 / 1.7084" total_charge=-1
C 0.16017 5.47711 -1.69957
O -0.47623 4.47162 -1.86688
N 1.21718 5.60477 -0.97109
N -0.10612 6.67648 -2.17365
H 1.78156 6.43012 -1.11388
H 1.58923 4.86576 -0.39184
H -0.95570 6.94204 -2.65092
H 0.63093 7.36096 -2.08221
C 2.06224 3.12441 3.15223
O 2.79082 3.72114 2.34025
N 1.97575 3.13771 4.45076
N 1.25716 2.12383 2.80998
H 1.29460 2.57404 4.93903
H 2.51120 3.88223 4.87396
H 0.87031 1.56337 3.55585
H 1.26553 1.82191 1.84620
C -1.87553 -0.90213 -5.75016
O -2.62845 -1.81517 -5.88065
N -0.66480 -0.96880 -5.29845
N -2.24386 0.38935 -5.87068
H -0.30375 -0.02573 -5.31755
H -0.18982 -1.80790 -4.99775
H -3.13750 0.62932 -6.27558
H -1.58087 1.15086 -5.89599
C -0.06283 2.66320 -4.88297
O 0.09512 1.82502 -5.74774
N -0.85756 2.59931 -3.83860
N 0.58531 3.81210 -4.90410
H -0.93349 3.34129 -3.15756
H -1.23764 1.71465 -3.53361
H 0.52513 4.53996 -4.20647
H 1.33184 3.88592 -5.58037
C -5.15053 1.13526 2.59811
O -5.46952 2.12310 2.08908
N -4.70419 0.08343 2.06496
N -5.15019 0.97914 3.90390
H -4.64900 -0.80072 2.55007
H -4.49644 0.02165 1.07850
H -5.01732 0.04403 4.26171
H -5.40188 1.72582 4.53573
C 3.12922 -3.49614 -3.10446
O 3.55528 -4.62396 -3.36997
N 3.50187 -2.81970 -2.01065
N 2.02506 -3.00971 -3.71500
H 4.24386 -3.23651 -1.46675
H 3.37343 -1.81799 -2.02444
H 1.59221 -3.51252 -4.47653
H 1.43533 -2.41024 -3.15558
C -0.31471 -1.04251 3.62233
C -0.85283 -0.03622 4.58761
C -1.82918 -0.55531 5.67372
O -2.24387 0.47451 6.65576
C -3.24055 0.06337 7.63593
N 0.28804 0.52199 5.28896
H 0.18182 -1.86538 4.13657
H 0.52814 -0.59169 3.09843
H -1.16605 -1.39798 3.04183
H -1.31257 0.83478 4.12059
H -1.16595 -1.28608 6.13655
H -2.69611 -1.01611 5.20025
H -2.94423 -0.62442 8.42792
H -4.14898 -0.38449 7.23310
H -3.55280 0.93023 8.21829
H 0.07603 1.33135 5.85470
H 0.80209 -0.00168 5.98295
C -1.82788 1.63244 1.51296
C -0.94348 1.22004 0.34808
C -1.87952 0.85341 -0.89462
O -1.28202 0.43777 -2.09123
C -0.63794 -0.81384 -2.07582
N 0.04829 2.20793 -0.04665
H -1.29186 2.28930 2.19803
H -2.11000 0.70585 2.01290
H -2.64484 2.26994 1.17493
H -0.46153 0.30938 0.70378
H -2.28631 1.79474 -1.26411
H -2.68789 0.20157 -0.56333
H 0.18297 -0.85933 -2.79145
H -1.25636 -1.71094 -2.10562
H -0.04076 -0.84197 -1.16440
H -0.40303 3.10035 -0.18807
H 0.41770 2.06066 -0.97506
C 0.00405 -4.68051 -1.78906
C -0.74608 -4.37191 -0.53888
C -1.02692 -5.53389 0.40701
O 0.24841 -6.18233 0.89329
C -0.05714 -7.39043 1.58894
N 0.02601 -3.36824 0.10387
H 1.07991 -4.53382 -1.69361
H -0.22883 -3.94256 -2.55672
H -0.19864 -5.68188 -2.16891
H -1.73573 -3.94864 -0.71075
H -1.62995 -6.26842 -0.12677
H -1.49639 -5.17786 1.32403
H -0.52714 -7.13776 2.53938
H 0.79714 -7.92698 2.00177
H -0.44599 -8.31521 1.16270
H -0.37876 -3.11030 0.99253
H 0.91512 -3.79440 0.32294
C 2.91778 0.07686 0.34069
C 3.45501 1.12503 -0.59331
C 3.42478 0.63339 -2.06151
O 4.53791 -0.18567 -2.32141
C 4.86546 -0.26516 -3.72160
N 2.86818 2.46631 -0.26148
H 1.83017 0.00473 0.34120
H 3.30638 0.22800 1.34779
H 3.22944 -0.94214 0.11128
H 4.51343 1.15384 -0.33442
H 3.28020 1.47766 -2.73560
H 2.48972 0.13365 -2.31453
H 4.99328 0.72274 -4.16409
H 4.21768 -0.90686 -4.31884
H 5.75773 -0.86543 -3.89944
H 1.86837 2.33718 -0.19972
H 3.03441 2.76564 0.68871


Entry 3:
15
Properties=species:S:1:pos:R:3 method="wB97M-V/def2-TZVPD" molar_mass_g_mol=100.12 total_energy_ha=-341.8359 spin_multiplicity=1 e_lumo_ev=0.6641 smiles="C[C@@H]1CN=CN1O" total_charge=0
C 0.75071 1.46484 -0.52141
C 0.11191 0.46228 0.55390
C 1.10490 -0.85036 0.63296
N 0.60810 -1.79073 -0.33537
C -0.63456 -1.42788 -0.43835
N -1.09796 -0.17930 0.08143
O -2.40119 -0.02225 0.28589
H 1.07465 0.70533 -1.29851
H 0.03651 2.16579 -0.90596
H 1.66097 1.77674 -0.06269
H -0.24843 1.01822 1.43733
H 2.14460 -0.54490 0.26474
H 1.18918 -1.21045 1.71660
H -1.34752 -1.94298 -1.00802
H -2.95188 0.37565 -0.40256


Entry 4:
33
Properties=species:S:1:pos:R:3 method="wB97M-V/def2-TZVPD" molar_mass_g_mol=223.27 total_energy_ha=-747.9350 spin_multiplicity=1 e_lumo_ev=0.7831 smiles="Cc1occc1C(=O)N[C@@H](C)[C@@H]1CCCO1" total_charge=0
C -2.83814 -1.83182 -0.84257
C -3.00178 -0.44912 -0.31626
O -4.18299 0.15735 -0.53986
C -4.13757 1.37499 0.03683
C -2.94242 1.56800 0.64404
C -2.18430 0.38077 0.41442
C -0.81659 0.18052 0.92808
O -0.37156 0.83152 1.85664
N -0.10791 -0.80453 0.31382
C 1.30421 -0.96959 0.57149
C 1.64516 -2.44989 0.70423
C 2.14799 -0.29233 -0.55687
C 3.18098 0.68116 0.01255
C 2.33201 1.93926 0.18610
C 1.39426 1.85844 -1.02070
O 1.33182 0.49127 -1.41096
H -2.30856 -2.45476 -0.12539
H -3.82222 -2.25566 -1.02991
H -2.28736 -1.83125 -1.78468
H -5.00882 1.99173 -0.05581
H -2.60660 2.42473 1.18964
H -0.42401 -1.12550 -0.58681
H 1.48763 -0.46193 1.52373
H 2.70303 -2.57049 0.92218
H 1.06928 -2.89517 1.51152
H 1.41678 -2.97697 -0.22012
H 2.59723 -1.07082 -1.18345
H 3.97173 0.85324 -0.71948
H 3.62354 0.32594 0.93987
H 1.75195 1.88277 1.10752
H 2.91957 2.85401 0.18962
H 1.77808 2.43135 -1.87371
H 0.38556 2.21275 -0.78568


Entry 5:
11
Properties=species:S:1:pos:R:3 method="wB97M-V/def2-TZVPD" molar_mass_g_mol=117.22 total_energy_ha=-880.2031 spin_multiplicity=1 e_lumo_ev=3.6199 smiles="C=C=C([S-])O[SiH3]" total_charge=-1
C 2.71549 1.03128 -0.00169
C 1.53875 0.47469 -0.04303
C 0.39543 -0.25625 0.04011
S 0.48682 -1.95036 0.08879
O -0.93867 0.30497 0.02961
Si -2.44297 -0.43828 -0.01573
H 3.34520 1.36232 0.99527
H 3.43131 1.28650 -0.93933
H -2.85449 -1.12755 1.20158
H -2.28225 -1.34145 -1.16697
H -3.39460 0.65414 -0.18861